No. 1
50
Properties=species:S:1:pos:R:3:forces:R:3:nbo_charge:R:1 method="wB97M-V/def2-TZVPD" molar_mass_g_mol=372.49 e_homo_ev=-7.88 charge=0 smiles="CCOc1ccc(CCNC(=O)c2cc3sccc3n2C)cc1OCC" energy_ha=-1509.93309 homo_lumo_gap_ev=8.53
C -3.25954 -3.98273 -1.65742 0.1 0.2 0.4 -0.639
C -2.82627 -3.69812 -0.22176 0.1 -0.4 -0.3 -0.060
H -1.74182 -3.82573 -0.10925 -0.1 0.0 0.1 0.166
H -3.32409 -4.39386 0.45951 0.2 0.1 -0.1 0.194
O -3.23394 -2.42428 0.22853 0.0 0.4 0.0 -0.485
C -2.59599 -1.31084 -0.22713 -0.1 0.1 0.1 0.242
C -1.43108 -1.28824 -0.97331 -0.2 -0.2 0.2 -0.286
C -0.85861 -0.08272 -1.35771 -0.1 0.2 0.0 -0.241
C -1.44222 1.12020 -1.00786 0.1 -0.1 -0.2 -0.029
C -2.61347 1.10515 -0.25309 -0.2 -0.1 0.1 -0.324
C -3.20075 -0.08423 0.13868 -0.1 -0.2 0.0 0.345
O -4.35521 -0.20648 0.84983 0.3 -0.2 -0.2 -0.495
C -4.98287 0.94309 1.37342 -0.1 0.4 0.3 -0.061
C -4.27064 1.49722 2.60500 -0.1 -0.2 -0.4 -0.638
H -4.20360 0.72483 3.36681 0.0 0.0 0.1 0.217
H -4.82811 2.34060 3.00344 0.0 0.1 0.1 0.215
H -3.26318 1.82351 2.35883 0.1 0.1 0.0 0.209
H -5.08852 1.71707 0.60213 0.0 -0.1 0.0 0.167
H -5.98323 0.59918 1.65108 0.1 0.1 -0.1 0.195
H -3.06254 2.05034 0.00963 -0.1 0.1 0.1 0.214
C -0.78954 2.42681 -1.36042 0.1 0.0 0.3 -0.425
H -0.15619 2.30127 -2.23969 0.0 0.1 0.0 0.218
H -1.54135 3.18655 -1.57822 0.0 0.0 -0.1 0.214
C 0.08326 2.92003 -0.19212 0.0 0.2 -0.3 -0.215
N 1.06679 1.93375 0.17838 -0.2 -0.1 0.1 -0.606
C 2.36698 2.02513 -0.19629 -0.2 0.1 0.2 0.653
O 2.83389 3.05017 -0.67238 0.1 0.1 -0.2 -0.647
C 3.14266 0.79978 0.05008 -0.2 -0.5 0.0 0.033
C 2.65275 -0.49046 0.23583 0.0 0.5 -0.1 -0.270
C 3.77053 -1.31269 0.38135 0.7 -0.1 0.1 -0.261
C 4.91233 -0.50661 0.28354 -0.9 -0.6 0.0 0.097
N 4.51846 0.77172 0.06981 -0.2 -0.1 0.0 -0.290
C 5.42259 1.88408 -0.05013 0.4 0.5 0.0 -0.423
H 5.90066 2.09086 0.91089 0.0 0.0 0.0 0.197
H 6.19525 1.64984 -0.78402 0.0 0.0 0.0 0.202
H 4.86568 2.75969 -0.37611 0.1 -0.1 0.0 0.269
C 6.12374 -1.22140 0.42209 0.3 -0.1 0.0 -0.278
C 5.88150 -2.54210 0.61697 -0.3 0.0 0.0 -0.376
S 4.19632 -2.96957 0.64003 0.2 0.4 -0.1 0.405
H 6.60108 -3.32497 0.75390 0.2 -0.1 0.0 0.233
H 7.10762 -0.79099 0.38186 0.2 0.0 0.0 0.230
H 1.62804 -0.80594 0.23672 -0.2 0.0 0.0 0.225
H 0.70691 1.04313 0.48124 0.1 0.0 0.0 0.404
H 0.62693 3.82196 -0.48015 -0.1 -0.1 0.1 0.238
H -0.54520 3.13541 0.67761 0.0 0.1 -0.1 0.190
H 0.04945 -0.09290 -1.94305 0.1 0.0 -0.1 0.217
H -0.94573 -2.20634 -1.26443 0.0 -0.1 0.0 0.218
H -4.33841 -3.87965 -1.74100 -0.1 0.0 0.0 0.216
H -2.79383 -3.28510 -2.34924 0.0 0.0 -0.1 0.212
H -2.97747 -4.99542 -1.93240 0.0 -0.1 -0.1 0.214



No. 2
50
Properties=species:S:1:pos:R:3:forces:R:3:nbo_charge:R:1 method="wB97M-V/def2-TZVPD" molar_mass_g_mol=372.49 e_homo_ev=-7.94 charge=0 smiles="CSc1ccccc1OCc1cc(C(=O)NCCC2=CCCCC2)no1" energy_ha=-1509.89341 homo_lumo_gap_ev=8.69
C -2.77644 6.23037 1.22211 0.3 -0.6 0.3 -0.747
H -2.37359 7.23743 1.26042 0.0 0.1 0.0 0.236
H -2.86926 5.91081 0.18854 -0.1 0.1 -0.1 0.218
H -3.73405 6.19874 1.73301 -0.1 0.1 0.0 0.218
S -1.56555 5.18954 2.09258 -0.1 0.4 -0.1 0.281
C -2.28131 3.58232 1.99341 0.3 0.3 0.1 -0.242
C -3.48772 3.27229 1.39349 0.1 0.0 0.1 -0.219
C -3.94226 1.96183 1.38688 -0.1 -0.1 0.0 -0.224
C -3.19696 0.96427 1.98106 -0.1 0.0 0.0 -0.211
C -1.98412 1.26318 2.58815 0.2 0.0 0.2 -0.302
C -1.52033 2.56583 2.59482 -0.4 0.1 -0.1 0.358
O -0.35146 2.99970 3.15538 -0.1 0.0 -0.1 -0.493
C 0.51983 2.06584 3.73063 0.2 0.0 0.1 -0.110
C 1.06798 1.06952 2.75492 0.4 -0.9 0.2 0.287
C 1.64515 -0.15667 2.93797 -0.3 0.6 -0.2 -0.329
C 1.95909 -0.57583 1.62206 -0.5 0.8 0.4 0.044
N 1.58422 0.33483 0.75338 0.5 -0.9 -0.6 -0.120
O 1.04007 1.35304 1.44507 -0.2 0.6 0.5 -0.252
C 2.59215 -1.85903 1.21529 0.2 0.0 -0.6 0.647
O 2.90023 -2.71560 2.02008 -0.1 0.0 0.3 -0.610
N 2.80151 -1.93525 -0.11326 0.1 0.1 -0.1 -0.600
H 2.39550 -1.20763 -0.68399 0.0 0.0 0.1 0.420
C 3.21680 -3.14964 -0.76963 0.0 -0.3 0.0 -0.217
H 3.90467 -2.89038 -1.57882 0.0 -0.1 0.1 0.194
H 3.74165 -3.75575 -0.02840 0.0 0.1 -0.2 0.234
C 2.00712 -3.92721 -1.31985 0.0 0.3 0.1 -0.436
C 1.18427 -3.05880 -2.23213 0.1 -0.4 0.0 0.011
C 0.14036 -2.37410 -1.78317 -0.1 0.1 0.0 -0.195
C -0.69155 -1.45280 -2.61959 -0.1 0.0 -0.2 -0.437
C -0.43114 -1.65785 -4.10900 0.1 0.2 0.1 -0.392
C 1.06966 -1.74315 -4.36132 -0.1 -0.2 -0.1 -0.390
C 1.63827 -2.97515 -3.66296 -0.1 0.3 -0.1 -0.442
H 2.73040 -2.96019 -3.70330 0.0 -0.1 0.0 0.206
H 1.31120 -3.87915 -4.18814 0.1 0.0 0.0 0.210
H 1.27430 -1.79448 -5.43250 0.1 0.1 0.0 0.207
H 1.55124 -0.84515 -3.96810 0.1 0.1 0.0 0.195
H -0.86930 -0.83833 -4.68157 0.0 -0.1 0.0 0.208
H -0.90170 -2.58747 -4.43619 -0.1 0.0 -0.1 0.195
H -1.74975 -1.60994 -2.39522 0.0 0.1 0.0 0.213
H -0.45679 -0.42042 -2.33682 -0.1 0.0 0.0 0.213
H -0.14855 -2.45106 -0.74276 0.1 -0.1 0.2 0.201
H 1.40216 -4.25901 -0.47470 0.0 -0.1 0.0 0.218
H 2.37069 -4.80602 -1.85485 0.0 -0.1 0.0 0.212
H 1.82608 -0.69119 3.84508 0.0 -0.1 0.2 0.252
H 1.34222 2.66776 4.13496 -0.2 -0.2 0.0 0.226
H 0.04460 1.52664 4.56353 0.1 0.1 -0.1 0.200
H -1.41419 0.46954 3.04679 0.1 -0.1 0.0 0.219
H -3.54920 -0.05576 1.97782 0.0 -0.1 0.0 0.215
H -4.88368 1.72972 0.91287 -0.1 0.0 0.0 0.214
H -4.08251 4.03982 0.92598 0.0 0.1 0.0 0.215



No. 3
52
Properties=species:S:1:pos:R:3:forces:R:3:nbo_charge:R:1 method="wB97M-V/def2-TZVPD" molar_mass_g_mol=404.49 e_homo_ev=-8.77 charge=0 smiles="COc1ccccc1NS(=O)(=O)c1ccc(C)c(C(=O)NC[C@H]2CCCO2)c1" energy_ha=-1659.81109 homo_lumo_gap_ev=8.39
C 0.51757 -0.34797 -2.52542 2.5 1.6 -5.3 -0.271
H 0.24367 -1.22810 -3.15957 -0.1 0.5 0.9 0.194
O 1.80009 -0.56149 -1.92622 -3.1 -2.2 1.9 -0.523
C 1.61931 -1.61758 -0.92206 -6.8 1.0 -5.0 0.296
C 0.44827 -2.46824 -0.69528 -0.6 2.5 2.4 -0.337
C 0.40480 -3.26530 0.57767 11.1 4.8 -3.0 -0.158
C 1.53466 -3.49242 1.41211 2.0 5.6 -7.2 -0.232
C 2.75240 -2.65708 0.76635 -0.2 -4.8 6.5 -0.098
C 2.70189 -1.77123 -0.27371 7.3 -1.7 4.3 -0.064
N 3.95420 -1.12836 -0.52208 -1.1 2.0 0.9 -0.799
S 4.25567 0.36596 0.56952 2.6 -5.5 -6.3 2.318
O 4.26310 -0.28301 1.76804 -0.1 -1.4 6.0 -0.921
O 5.49271 0.62735 -0.10661 -0.2 2.8 0.4 -0.902
C 2.91112 1.32286 0.42040 -0.1 2.6 -3.2 -0.430
C 1.71020 0.87694 0.90101 -1.4 0.0 3.3 -0.119
C 0.49364 1.60092 0.92567 10.9 2.7 -6.5 -0.070
C 0.63618 2.57496 -0.00788 -5.7 5.2 0.6 0.061
C 1.76048 3.00078 -0.61479 4.2 3.1 -5.3 -0.214
C 3.04391 2.40871 -0.55497 -15.9 -4.9 8.7 -0.048
H 3.84285 2.57775 -0.86366 12.4 3.4 -5.5 0.178
H 1.78305 3.89879 -1.45368 -0.8 -2.1 2.5 0.222
C -0.74323 3.65096 -0.16526 5.0 -4.7 -9.8 -0.557
H -1.19067 3.81207 0.65571 -4.0 0.3 5.8 0.203
H -0.42194 4.57456 -0.56109 1.0 1.1 -0.2 0.204
H -1.27862 3.21884 -1.27569 0.7 1.0 3.9 0.195
C -0.61159 1.25476 1.50236 -2.7 -1.8 1.8 0.544
O -1.37820 1.82126 2.14291 -5.0 8.4 5.4 -0.616
N -0.93361 0.07913 1.35995 -2.9 -14.4 -1.4 -0.576
H -0.48481 -0.70742 0.90646 1.2 1.0 -0.7 0.410
C -2.08751 -0.74586 2.06657 -1.9 7.4 -2.6 -0.241
H -2.44004 0.03108 2.77609 0.4 -1.4 0.7 0.254
H -1.85778 -1.71559 2.24129 1.4 -2.6 1.3 0.214
C -3.24979 -0.82850 1.01958 -0.6 -5.0 5.2 0.105
C -3.86613 0.35057 0.47101 0.4 7.2 2.9 -0.502
H -4.95872 0.43801 0.62304 0.6 -0.6 -0.6 0.244
C -3.43503 0.69118 -0.95393 -1.9 -6.1 1.6 -0.423
H -2.47191 0.95658 -1.31101 0.6 1.1 0.5 0.217
C -3.39905 -0.98639 -1.02569 -0.1 -0.4 -8.9 -0.121
H -4.42282 -1.37429 -1.43566 1.2 0.4 2.0 0.193
H -2.88833 -1.12885 -2.05588 0.2 -0.6 1.6 0.178
O -2.73290 -1.65749 0.01719 -1.1 2.1 -2.5 -0.532
H -4.34742 1.07434 -1.37103 0.3 0.3 -1.1 0.228
H -3.50876 1.27214 1.06500 -0.5 -1.4 0.1 0.250
H -4.11986 -1.59740 1.51689 1.9 2.3 -0.6 0.169
H 1.62403 0.13048 1.65403 1.0 -1.2 0.2 0.243
H 4.05062 -0.78482 -1.46901 -0.2 0.0 -0.2 0.382
H 3.77582 -2.90346 1.48000 -2.8 1.2 -2.8 0.247
H 1.77699 -4.19523 2.11829 0.0 -1.3 1.8 0.221
H -0.41431 -3.61907 0.68272 -10.2 -4.8 1.8 0.162
H -0.63582 -2.09976 -1.02788 2.7 -1.2 0.3 0.252
H 0.77128 0.47895 -3.36668 -0.7 -1.7 1.8 0.189
H -0.28970 0.07498 -1.99515 -0.7 0.1 1.5 0.184